Entry 1:
76
Properties=species:S:1:pos:R:3:forces:R:3 method="wB97M-V/def2-TZVPD" orbital_gap_ev=10.17 max_force_ev_per_a=1.1 multiplicity=1 total_charge=0
O -3.759 1.003 5.823 0.077 0.081 -0.084
O 1.838 2.416 5.151 -0.136 -0.174 0.189
Cl -4.274 -3.783 -1.127 -0.007 0.004 -0.017
C 0.805 1.991 4.748 0.355 0.162 -0.234
C 5.329 -1.654 -4.970 -0.009 0.041 -0.063
Cl 3.520 5.024 7.282 -0.005 0.002 0.006
Cl -8.816 6.619 -5.831 -0.002 0.001 0.008
Cl -2.314 -7.787 6.034 0.003 -0.003 0.004
C -8.372 6.386 -7.526 -0.001 -0.008 0.031
Cl 14.582 0.305 -9.322 -0.002 0.009 0.011
Cl -5.699 -3.847 2.851 -0.309 -0.136 -0.117
Cl 1.487 -0.108 -3.845 -0.017 -0.036 -0.027
C -1.388 2.267 5.610 -0.586 0.395 -0.037
C 9.639 -0.732 -7.217 0.022 0.039 0.008
H -1.025 1.882 6.566 0.164 -0.084 -0.089
Cl -4.072 3.983 -7.877 0.068 -0.079 0.030
C -6.105 -2.591 4.011 0.015 0.086 0.012
Cl -4.509 -4.725 10.612 0.008 -0.002 0.006
Cl 5.476 6.655 5.930 0.010 0.014 -0.002
Cl -5.153 -7.399 5.716 -0.035 -0.081 -0.091
Cl 1.318 1.595 -0.551 0.124 -0.004 0.038
O 0.585 0.814 4.137 -0.621 -0.077 0.384
Cl 2.018 3.594 1.420 0.055 0.009 -0.093
Cl -5.538 -2.517 9.069 0.001 0.014 -0.006
Cl -3.542 -8.160 3.450 -0.001 -0.005 -0.018
C 4.674 5.078 5.947 -0.020 -0.029 0.013
Cl 6.726 -2.720 -4.840 -0.107 -0.098 0.071
H 0.700 -0.447 5.623 -0.104 -0.038 -0.079
C -2.870 -4.050 -0.088 -0.037 -0.008 0.029
Cl -1.395 -3.947 -1.054 0.003 -0.012 -0.001
Cl 5.857 -0.044 -5.467 0.003 0.012 0.000
N 1.254 -0.292 4.780 0.368 0.062 -0.080
Cl -3.306 -5.511 4.564 0.110 -0.020 0.069
Cl 15.511 -1.169 -11.621 0.010 0.000 -0.002
H -1.986 3.153 5.837 0.041 -0.010 0.030
C 14.229 -1.035 -10.416 0.003 0.011 -0.007
Cl 14.134 -2.538 -9.490 -0.015 -0.010 0.011
Cl -2.838 -2.828 1.180 0.142 0.122 0.008
H -2.399 1.711 2.825 -0.295 -0.022 0.026
Cl 11.219 -1.245 -7.811 0.019 -0.014 0.011
C -5.798 -4.205 9.526 -0.017 0.004 -0.005
P -2.508 1.053 4.851 0.696 -0.850 -0.080
Cl -7.357 -4.358 10.340 -0.009 0.000 0.002
Cl 4.517 -1.546 -3.403 0.045 -0.025 0.065
Cl 12.687 -0.744 -11.224 -0.010 -0.002 -0.022
Cl 8.382 -1.713 -7.975 -0.016 -0.017 0.003
H -3.949 0.046 5.846 -0.411 0.285 0.380
O -0.348 2.729 4.750 0.128 0.046 0.040
C -0.237 0.205 -4.084 0.038 -0.054 0.023
Cl -0.530 2.310 1.529 0.004 0.013 -0.161
Cl -6.713 -3.306 5.503 -0.006 0.023 -0.102
Cl 9.576 -0.923 -5.462 0.093 0.035 -0.040
Cl -7.311 -1.503 3.323 0.012 0.008 0.034
Cl 3.824 4.830 4.425 0.020 0.068 -0.048
C -4.403 3.152 -6.346 0.117 -0.076 -0.005
O -1.923 -0.288 4.677 -0.047 -0.064 -0.003
Cl 4.202 -2.298 -6.168 -0.010 -0.003 -0.007
O -3.076 1.697 3.519 0.102 0.335 0.010
Cl 9.378 0.968 -7.626 -0.006 0.017 -0.008
C 0.719 2.925 0.431 0.028 -0.005 0.096
Cl -5.946 2.307 -6.449 -0.028 -0.018 -0.008
Cl -1.182 -1.046 -3.272 0.005 -0.004 0.016
Cl -6.781 5.629 -7.618 -0.126 0.122 -0.056
Cl -2.984 -5.650 0.654 -0.004 -0.022 0.008
Cl 0.035 4.179 -0.603 0.013 -0.007 0.003
Cl -5.786 -5.213 8.076 0.063 -0.010 0.151
Cl -8.333 7.950 -8.345 0.001 0.009 -0.005
Cl 5.882 3.809 6.162 0.011 -0.010 0.003
Cl -0.595 0.174 -5.819 0.165 -0.083 0.065
Cl -4.613 -1.692 4.356 0.114 -0.151 -0.129
Cl -3.110 1.987 -6.036 -0.200 0.158 -0.059
H 0.978 -1.052 4.164 0.045 0.038 -0.051
Cl -9.566 5.343 -8.307 -0.008 -0.006 -0.004
C -3.574 -7.211 4.941 0.012 0.033 0.030
Cl -0.640 1.779 -3.408 -0.097 0.074 -0.109
Cl -4.456 4.334 -5.037 -0.009 0.021 0.027



Entry 2:
36
Properties=species:S:1:pos:R:3:forces:R:3 method="wB97M-V/def2-TZVPD" orbital_gap_ev="6.88 / 6.88" max_force_ev_per_a=3.9 multiplicity=1 total_charge=+1 relative_energy_kcal_mol=82.22
C -1.016 1.156 2.174 -0.616 3.628 0.729
H 2.902 -0.879 0.032 -0.307 0.196 -0.089
C 2.741 -0.676 1.099 2.212 -3.179 -0.566
C 0.119 -1.467 1.747 0.133 -1.125 -1.310
H 2.540 -2.011 2.813 -0.333 -0.159 -0.131
C -1.529 -0.607 -2.580 -2.726 0.560 -0.824
C -0.894 1.046 -4.394 2.501 1.905 1.656
O -0.493 1.993 -5.246 -1.488 -1.623 0.138
H 0.360 -1.232 2.764 -0.485 -0.144 0.804
H 0.948 -3.591 1.703 -0.726 -1.325 0.517
H 0.349 2.479 -5.237 -0.050 -0.482 1.040
H -0.431 0.679 2.939 0.046 -0.424 -0.069
H -1.670 -1.010 -1.591 0.542 0.227 0.345
H -2.078 1.200 2.464 0.307 -0.629 -0.419
H 3.274 -2.705 1.448 1.012 -1.108 -0.573
H -2.963 1.968 0.647 -0.855 0.157 1.550
H 0.502 -0.650 -0.110 0.375 0.196 -0.794
H -0.939 -1.659 1.531 0.140 -0.442 0.614
H 1.899 1.156 0.615 0.442 0.671 -0.037
C 2.451 -2.113 1.720 0.435 2.504 0.702
H -1.655 0.370 -4.687 -0.925 0.046 -1.212
N -0.704 0.760 0.819 1.558 -2.042 2.001
C 1.737 0.340 1.302 -0.454 1.925 -0.030
C -2.324 2.220 -0.148 0.347 1.615 -1.160
H -0.733 2.256 2.206 -0.189 -1.056 0.322
H -3.052 2.330 -1.005 1.283 -0.514 0.306
H 3.717 -0.342 1.406 0.414 0.104 0.474
H -1.287 -1.388 -3.285 0.551 -0.045 -0.103
C 0.472 -0.262 0.891 -2.935 0.062 -0.466
C -1.228 1.203 -0.242 -0.436 0.389 -2.275
S -0.543 0.889 -2.697 0.620 0.153 -1.491
H 1.087 -2.623 0.203 -0.094 -0.643 0.063
H -1.886 3.283 -0.038 -0.560 -1.612 0.199
C 1.113 -2.641 1.298 -0.472 3.226 -0.400
H -2.559 -0.209 -2.885 1.101 -0.888 0.587
H 1.773 0.735 2.325 -0.366 -0.123 -0.098



Entry 3:
18
Properties=species:S:1:pos:R:3:forces:R:3 method="wB97M-V/def2-TZVPD" orbital_gap_ev=9.57 max_force_ev_per_a=3.4 multiplicity=1 total_charge=0 relative_energy_kcal_mol=95.75
H 3.122 0.713 -0.075 -0.019 -0.029 -0.149
C 2.523 -0.156 -0.355 -0.129 -0.269 -0.081
H 0.935 1.690 1.079 -0.394 -0.104 -0.437
H -2.446 0.558 -0.776 0.497 0.554 0.170
H -1.412 1.304 1.472 0.156 0.152 0.271
H -1.632 -1.196 -1.932 -0.111 0.101 0.066
H 0.342 1.338 -0.604 0.335 -0.020 0.045
H -1.876 -1.288 -0.320 0.198 -3.378 -0.618
H -0.658 -0.279 1.678 -0.311 -0.148 0.250
H -2.853 -0.353 0.623 0.294 -0.772 -0.239
C -0.902 0.492 0.952 -0.402 0.424 -0.570
N -1.083 -1.273 -1.073 -1.289 1.234 1.548
H 3.120 -1.061 -0.212 0.110 0.167 -0.108
H 0.781 -0.992 0.053 0.101 -0.069 0.248
N 1.350 -0.265 0.489 -0.754 0.363 -0.350
H 2.200 -0.109 -1.407 0.474 0.246 -0.047
C 0.483 0.933 0.412 -0.451 -0.700 0.409
C -1.994 -0.056 -0.003 1.694 2.248 -0.406



Entry 4:
12
Properties=species:S:1:pos:R:3:forces:R:3 method="wB97M-V/def2-TZVPD" orbital_gap_ev=8.63 max_force_ev_per_a=4.9 multiplicity=1 total_charge=0 smiles="[H]/N=C1/N=CC(=C)C1=O" relative_energy_kcal_mol=51.96
C -0.336 -2.014 -0.742 -0.766 4.184 -1.525
N -0.198 1.676 -0.690 0.530 0.829 1.532
C -0.143 -0.679 -0.335 0.327 -3.181 -1.362
C -0.360 0.543 -1.183 0.040 -1.484 -4.640
H -0.429 0.582 -2.388 -0.423 -0.941 2.814
C 0.185 1.440 0.661 -0.959 0.975 -1.108
H -0.159 -2.828 -0.094 0.300 -0.748 0.567
N 0.148 2.335 1.549 0.983 -2.436 0.763
C 0.486 -0.071 0.887 0.408 1.160 1.445
H 0.480 1.624 2.254 -0.094 1.773 1.157
O 1.112 -0.394 1.892 -1.310 -0.545 -2.014
H -0.785 -2.214 -1.811 0.965 0.412 2.372



Entry 5:
12
Properties=species:S:1:pos:R:3:forces:R:3 method="wB97M-V/def2-TZVPD" orbital_gap_ev="8.23 / 7.89" max_force_ev_per_a=4.9 multiplicity=1 total_charge=0 relative_energy_kcal_mol=106.31
H -0.238 1.601 -2.441 0.571 0.534 0.093
N 1.982 -0.311 0.401 1.780 3.246 3.254
H 1.773 -0.856 -0.355 0.032 -1.850 -2.965
O -1.860 -0.072 -2.070 0.086 0.009 0.883
H -2.762 0.100 0.503 2.173 -1.020 0.488
H 2.971 0.141 0.366 -2.167 -1.207 -0.529
H -1.676 -1.395 0.450 -0.393 -1.042 -0.443
H -0.927 0.001 1.091 -0.486 0.431 -0.180
O -0.459 2.764 -0.263 0.248 0.082 0.100
C -1.406 0.217 -0.987 1.015 -0.632 -0.429
P -0.082 1.534 -1.012 -0.359 -0.024 -0.879
C -1.665 -0.338 0.354 -2.500 1.473 0.607



Entry 6:
14
Properties=species:S:1:pos:R:3:forces:R:3 method="wB97M-V/def2-TZVPD" orbital_gap_ev=9.54 max_force_ev_per_a=8.7 multiplicity=1 total_charge=0 smiles="C#C/C(=C(/C)O)[N+](=O)[O-]" relative_energy_kcal_mol=157.19
C -0.348 0.329 -2.016 2.115 -2.030 5.174
O 2.165 0.468 -1.499 1.060 0.151 -0.421
C 0.065 -0.264 1.923 0.134 -0.620 1.144
H 0.895 0.449 2.117 -1.344 0.241 0.202
O -1.832 0.026 0.375 1.355 -2.697 2.876
H 0.698 -1.140 1.904 -0.114 -0.767 0.492
N 1.644 0.234 -0.434 2.690 0.665 -0.149
O 2.203 0.288 0.653 1.151 -0.179 0.254
H -2.157 -0.540 1.171 -0.223 1.657 -1.990
H -1.532 0.448 -3.875 -0.415 -0.043 -1.083
C -0.897 0.257 -3.074 -0.050 0.496 0.578
C -0.469 -0.157 0.586 -1.329 1.683 -0.954
H -0.776 -0.359 2.621 0.618 0.214 0.347
C 0.341 -0.042 -0.453 -5.648 1.229 -6.472